Record 1
Formula: C3H5NP4
Source: the Open Molecules 2025 dataset
Level of theory: ωB97M-V/def2-TZVPD

```
13
Properties=species:S:1:pos:R:3:forces:R:3
C -1.68076 -1.60912 -0.10086 -1.3109 -0.8905 0.7453
C 0.02025 0.60807 1.33540 -0.8773 1.6694 3.0916
C -0.44931 0.76456 -1.03006 -0.8781 -0.0074 0.2725
N 2.25487 0.32839 -0.63162 -0.5642 -2.8008 2.2356
P -0.09515 -2.03065 0.46751 0.7154 -2.4983 -0.4834
P -2.15904 -0.05218 -0.79041 1.1361 0.3708 -0.2572
P 0.69597 -0.12445 0.04527 1.0605 -0.6206 -4.0770
P -1.28192 1.51199 0.58955 -0.0515 1.1597 -0.9806
H -2.54519 -2.35573 0.18176 1.8069 1.5738 -0.6752
H 0.14290 0.23066 2.31480 -0.0983 0.1618 1.0798
H 0.00717 1.35200 -1.84803 -0.9194 -0.3868 0.2497
H 2.96096 0.07170 0.10084 -0.4428 0.5001 -1.0882
H 2.12926 1.30478 -0.63415 0.4237 1.7687 -0.1128
```
Forces are in eV/Å.

Summary:
ΔE to the lowest compared entry with this formula, charge and spin in kcal per mole: 16.31
LUMO level (alpha / beta) in eV: 0.480 / -2.397
Largest force on an atom in eV/A: 4.26
DFT total energy in hartree: -1537.30376
2S+1: 3

---

Record 2
Formula: C41H41BBeO2P2
Source: the Open Molecules 2025 dataset
Level of theory: ωB97M-V/def2-TZVPD

```
88
Properties=species:S:1:pos:R:3:forces:R:3
Be -0.28049 0.06908 0.63359 -1.0167 0.6855 0.9156
C 0.30642 -1.94138 -3.07376 0.5918 -0.0471 -0.4010
C 0.82959 -0.73095 -3.30077 0.8981 -1.1369 -0.5510
C 0.50230 0.13202 -4.48112 0.4814 0.1846 -0.3352
C -0.95889 0.11122 -4.94604 0.2008 0.2229 -0.4038
C -1.98423 -0.06418 -3.86718 -1.1630 -0.0586 -0.6193
C -2.46299 -1.22510 -3.42528 -0.9740 -0.0564 -1.3984
C -2.02093 -2.57356 -3.90796 0.0762 -0.4320 0.2871
C -0.50614 -2.67999 -4.10168 -0.0989 -0.7528 -0.2173
C -0.74683 0.97330 3.06780 -0.6899 0.3031 -0.6687
H 0.55284 -2.52208 -2.18112 0.1787 0.3414 -0.3347
H 1.72313 -0.41107 -2.76091 -0.6375 -0.1280 0.2283
H 1.13686 -0.13894 -5.35237 -0.1518 0.1308 0.4236
H 0.77273 1.17009 -4.23272 -0.0108 -0.2178 -0.0018
H -1.14870 1.07984 -5.42484 -0.0333 -0.1644 0.0093
H -1.07706 -0.63171 -5.75022 -0.1355 0.1176 0.4055
H -2.52562 0.85827 -3.63463 0.1168 -0.3942 0.2003
H -3.43160 -1.27002 -2.93411 0.4901 0.2980 0.2975
H -2.51721 -2.86654 -4.85241 -0.0142 0.2871 0.2911
H -2.34824 -3.32817 -3.17210 0.1354 0.2167 -0.1443
H -0.25558 -3.75968 -4.03189 0.0570 0.5422 -0.0421
H -0.23251 -2.38952 -5.13142 -0.0109 0.0113 0.5379
H -1.42642 0.17848 3.40345 0.3005 0.1274 -0.3247
H -1.21743 1.52675 2.23882 0.1869 -0.2259 0.5252
H -0.70499 1.70399 3.87807 0.2760 0.0283 0.1783
P 1.60093 0.20827 -0.10910 -1.6198 -0.1915 0.3226
P -2.18886 0.70760 0.07814 3.2343 0.1821 0.3612
C 0.39134 0.97899 -1.24334 1.1704 0.1463 1.3219
C -1.01761 0.98658 -1.24727 -2.3635 0.1675 -0.3665
C 3.08422 1.17814 -0.30495 0.5736 0.2695 -0.3822
C 3.45642 1.60318 -1.58625 0.1049 0.1537 0.1434
C 4.57128 2.42457 -1.73813 -0.0440 -0.1060 0.3140
C 5.31482 2.79007 -0.60709 0.0179 -0.0819 0.1235
C 4.97145 2.32038 0.67359 -0.0051 0.0153 -0.5964
C 3.85010 1.51358 0.82151 -0.2785 -0.2802 -0.1356
C 2.03425 -1.56329 -0.24319 0.6117 0.1430 0.3388
C 1.13317 -2.55459 0.19598 0.6304 -0.0306 -0.3960
C 1.53498 -3.89149 0.14621 0.2137 0.5916 -0.0023
C 2.82494 -4.21907 -0.28169 -0.0808 -0.2028 -0.0243
C 3.72177 -3.22939 -0.68164 -0.0928 0.1740 -0.0199
C 3.33300 -1.89384 -0.66454 -0.5018 -0.2198 0.0487
C -2.94471 2.29748 0.40728 -0.8643 0.4033 0.2125
C -2.15200 3.46543 0.50686 -0.3249 -0.4408 -0.0931
C -2.76338 4.68890 0.76630 -0.1231 -0.1948 -0.0304
C -4.15450 4.75919 0.91842 0.0186 -0.5175 -0.1226
C -4.94136 3.60210 0.80334 -0.0020 0.4107 0.0625
C -4.34599 2.37090 0.55743 0.7103 0.0838 -0.0261
C -3.30775 -0.66722 0.38408 -1.0221 -0.1118 -0.4947
C -3.30320 -1.39460 1.59944 -0.0969 0.3227 -0.8795
C -4.13600 -2.50720 1.72006 0.0885 0.1587 0.0667
C -4.93695 -2.91245 0.64856 0.1041 0.3657 -0.2572
C -4.97802 -2.15398 -0.52825 -0.1014 -0.0048 0.1426
C -4.20495 -1.00152 -0.64038 0.0984 -0.3403 0.6463
H 0.87112 1.67495 -1.92563 -0.1272 -0.1743 -0.0665
H -1.51416 1.39546 -2.12623 0.5788 -0.0678 0.1465
H 2.86065 1.28644 -2.45249 0.3904 0.2604 0.3275
H 4.85101 2.75903 -2.73678 0.0462 0.0030 0.3029
H 6.18537 3.43869 -0.72676 -0.2541 -0.2059 0.0462
H 5.57338 2.56709 1.54622 -0.0973 0.0523 -0.2458
H 3.53164 1.12412 1.79627 0.2820 0.3241 -0.4185
H 0.12795 -2.26667 0.54610 0.4797 -0.1295 -0.1721
H 0.83404 -4.65809 0.44595 0.0699 -0.1174 0.0381
H 3.13167 -5.26613 -0.30478 -0.0802 0.2796 -0.0118
H 4.72646 -3.47712 -1.01192 -0.1407 -0.1180 0.0830
H 4.01758 -1.09453 -0.96245 -0.1671 -0.3900 0.0766
H -1.06748 3.39564 0.36094 -0.4389 0.0088 0.0616
H -2.14835 5.58947 0.83671 -0.2576 -0.2750 0.0188
H -4.62604 5.71356 1.11681 -0.0006 -0.0329 -0.0168
H -6.03062 3.66123 0.89506 0.4208 0.0573 0.0147
H -4.93229 1.45174 0.46829 0.0832 0.4178 0.0809
H -2.66723 -1.05427 2.41660 -0.1470 -0.3024 -0.2620
H -4.15887 -3.05382 2.66400 0.0204 0.0756 -0.3051
H -5.55399 -3.80263 0.73294 0.1008 0.1230 0.0236
H -5.62192 -2.44040 -1.35876 0.0524 -0.0319 0.2519
H -4.27143 -0.34376 -1.50538 -0.0448 -0.2856 0.1870
O 1.75520 1.50084 3.24765 -0.9807 -0.8202 -0.7396
B 0.73859 0.48044 2.88851 1.4890 -0.3313 2.5619
O 1.13491 -0.76159 3.57712 -0.4963 1.1266 -1.0055
C 2.03008 -0.37052 4.52194 0.5506 1.1935 0.4639
C 2.44890 -1.06747 5.64145 -0.0915 -0.2546 -0.1269
C 3.18013 -0.37903 6.62155 0.1428 0.2574 -0.1300
C 3.51716 0.96732 6.45136 0.0585 -0.2887 0.0331
C 3.14540 1.66329 5.29223 -0.0491 0.2152 -0.3174
C 2.38860 0.99550 4.34276 -0.1454 -1.2613 0.5322
H 2.17362 -2.11747 5.76475 0.0456 0.3590 0.0196
H 3.47717 -0.89860 7.53586 -0.0963 0.1617 -0.3423
H 4.06660 1.49291 7.23810 -0.1785 -0.2153 -0.3295
H 3.39973 2.71754 5.15140 -0.1267 -0.3612 0.0844
```
Forces are in eV/Å.

Summary:
ΔE to the lowest compared entry with this formula, charge and spin in kcal per mole: 96.56
LUMO level (alpha / beta) in eV: 0.254 / 0.201
Largest force on an atom in eV/A: 3.26
DFT total energy in hartree: -2459.50820